A structure of composition C32H31AsN7O2RuS, computed with ωB97M-V/def2-TZVPD.

Last column: Mulliken spin population.
CARTESIAN COORDINATES (ANGSTROEM)
Ru (1.036, -0.879, -0.190)  0.003
N (-1.134, 0.894, 3.109)  0.000
C (-0.174, 0.622, 2.238)  0.000
N (-0.285, -0.269, 1.288)  0.000
C (-1.485, -0.986, 1.144)  0.001
N (-1.626, -1.895, 0.227)  0.000
N (-0.484, -2.024, -0.530)  0.000
C (-0.426, -2.860, -1.501)  0.001
C (0.846, -2.881, -2.231)  -0.002
C (1.097, -3.749, -3.276)  0.000
C (2.342, -3.718, -3.891)  0.000
C (3.293, -2.820, -3.441)  0.000
C (2.971, -1.972, -2.390)  0.000
N (1.782, -1.995, -1.795)  0.000
C (-2.577, -0.694, 2.058)  0.002
C (-3.815, -1.342, 1.977)  0.000
C (-4.811, -1.033, 2.874)  0.000
C (-4.591, -0.074, 3.867)  0.000
C (-3.380, 0.577, 3.963)  0.000
C (-2.376, 0.262, 3.053)  -0.002
H (-0.980, 1.639, 3.772)  0.000
H (0.748, 1.182, 2.320)  0.000
H (-1.267, -3.494, -1.754)  0.000
H (0.332, -4.443, -3.596)  0.000
H (2.565, -4.394, -4.706)  0.000
H (4.276, -2.771, -3.886)  0.000
H (3.682, -1.253, -2.002)  0.000
H (-3.964, -2.083, 1.206)  0.000
H (-5.767, -1.534, 2.815)  0.000
H (-5.378, 0.160, 4.572)  0.000
H (-3.204, 1.315, 4.735)  0.000
O (2.485, 0.993, -0.255)  0.000
C (1.681, 1.428, -1.082)  -0.010
N (1.711, 2.590, -1.810)  0.003
C (0.506, 2.629, -2.628)  -0.024
C (-0.204, 1.265, -2.274)  0.056
O (-1.234, 0.873, -2.768)  0.006
N (0.602, 0.661, -1.382)  0.000
C (0.791, 2.684, -4.103)  0.248
C (2.084, 2.929, -4.609)  0.010
C (2.266, 3.042, -5.959)  0.092
C (1.161, 2.929, -6.842)  0.221
C (-0.122, 2.688, -6.359)  -0.042
C (-0.317, 2.564, -5.006)  0.173
C (-0.347, 3.878, -2.465)  0.121
C (0.282, 5.113, -2.690)  0.070
C (-0.446, 6.288, -2.637)  -0.030
C (-1.811, 6.238, -2.385)  0.085
C (-2.440, 5.013, -2.166)  -0.005
C (-1.720, 3.835, -2.211)  0.020
H (1.995, 3.420, -1.306)  -0.002
H (2.914, 3.010, -3.920)  -0.004
H (3.252, 3.219, -6.367)  0.001
H (1.328, 3.027, -7.907)  0.000
H (-0.953, 2.594, -7.043)  0.002
H (-1.293, 2.345, -4.596)  0.002
H (1.344, 5.150, -2.904)  -0.006
H (0.044, 7.237, -2.814)  0.000
H (-2.390, 7.152, -2.368)  -0.001
H (-3.504, 4.982, -1.971)  0.000
H (-2.216, 2.886, -2.061)  -0.001
C (0.356, 6.009, 3.598)  0.000
As (-0.020, 5.698, 1.738)  0.001
C (-1.804, 6.356, 1.451)  0.000
C (1.148, 6.885, 0.776)  -0.001
S (0.220, 3.687, 1.191)  0.014
H (0.269, 7.071, 3.822)  0.000
H (1.365, 5.664, 3.812)  0.000
H (-0.355, 5.447, 4.200)  0.000
H (-1.875, 7.391, 1.781)  0.000
H (-2.498, 5.736, 2.015)  0.000
H (-2.035, 6.283, 0.391)  0.000
H (0.978, 7.912, 1.096)  0.000
H (0.944, 6.787, -0.288)  0.001
H (2.178, 6.599, 0.981)  0.000

Atoms 1-6, force components in eV/Å:
0.1 0.0 0.1
0.0 0.0 0.0
0.0 0.0 -0.1
0.0 0.0 0.1
0.0 0.0 0.0
0.0 0.0 0.0

Values from the calculation:
HOMO energy (alpha / beta) = -12.7 / -12.7 eV
Lowest unoccupied orbital energy (alpha / beta) = -5.56 / -9.21 eV
Net charge = +2
Spin multiplicity = 2
Gap between HOMO and LUMO (alpha / beta) = 7.13 / 3.48 eV
Expectation value of S² = 0.768



A structure of composition C32H31AuBrNP2 in a non-equilibrium geometry, computed with ωB97M-V/def2-TZVPD.

Last column: Löwdin charge in e.
CARTESIAN COORDINATES (ANGSTROEM)
Au (0.376, -0.312, -0.910)  0.884
N (2.476, -0.585, -0.807)  -0.038
C (3.157, -0.517, 0.490)  -0.297
C (4.532, -0.371, 0.527)  -0.003
C (5.173, -0.395, 1.755)  -0.024
C (4.450, -0.583, 2.926)  -0.030
C (3.072, -0.722, 2.871)  -0.062
C (2.405, -0.671, 1.645)  -0.314
P (0.612, -0.787, 1.511)  1.028
C (-0.082, 0.556, 2.488)  -0.361
C (0.737, 1.514, 3.087)  -0.078
C (0.177, 2.576, 3.784)  -0.043
C (-1.197, 2.698, 3.873)  -0.041
C (-2.021, 1.753, 3.279)  -0.044
C (-1.465, 0.693, 2.586)  -0.108
C (-0.004, -2.363, 2.123)  -0.370
C (0.151, -3.495, 1.325)  -0.128
C (-0.240, -4.738, 1.788)  -0.057
C (-0.800, -4.857, 3.055)  -0.043
C (-0.965, -3.740, 3.853)  -0.044
C (-0.570, -2.492, 3.389)  -0.070
H (2.907, 0.047, -1.486)  0.115
H (2.604, -1.540, -1.156)  0.128
H (5.100, -0.253, -0.383)  0.127
H (6.245, -0.280, 1.795)  0.126
H (4.959, -0.622, 3.876)  0.124
H (2.511, -0.869, 3.786)  0.127
H (1.810, 1.439, 3.024)  0.097
H (0.815, 3.303, 4.258)  0.119
H (-1.630, 3.528, 4.409)  0.121
H (-3.092, 1.841, 3.361)  0.118
H (-2.112, -0.041, 2.147)  0.075
H (0.585, -3.412, 0.334)  0.090
H (-0.113, -5.612, 1.169)  0.116
H (-1.105, -5.826, 3.416)  0.120
H (-1.396, -3.837, 4.836)  0.119
H (-0.701, -1.623, 4.022)  0.110
C (-2.972, -0.181, -0.420)  -0.220
P (-1.692, -0.777, -1.515)  0.740
C (-1.852, -2.554, -1.637)  -0.204
C (-2.046, -0.055, -3.107)  -0.406
C (-1.525, -0.639, -4.262)  -0.098
C (-1.732, -0.043, -5.493)  -0.051
C (-2.455, 1.140, -5.577)  -0.040
C (-2.972, 1.727, -4.433)  -0.046
C (-2.762, 1.137, -3.196)  -0.088
H (-2.833, 0.874, -0.194)  0.061
H (-2.937, -0.750, 0.506)  0.040
H (-3.949, -0.336, -0.893)  0.085
H (-2.828, -2.756, -2.088)  0.086
H (-1.802, -2.996, -0.641)  0.044
H (-1.069, -2.993, -2.254)  0.058
H (-0.964, -1.562, -4.218)  0.106
H (-1.340, -0.502, -6.386)  0.119
H (-2.619, 1.602, -6.538)  0.120
H (-3.540, 2.641, -4.501)  0.121
H (-3.168, 1.616, -2.319)  0.106
Br (1.180, 6.133, -2.700)  0.839
C (0.988, 4.325, -2.312)  -0.704
C (1.391, 3.845, -1.072)  -0.106
C (1.245, 2.493, -0.756)  -0.118
C (0.675, 1.695, -1.715)  -0.230
C (0.294, 2.112, -2.972)  -0.102
C (0.454, 3.464, -3.267)  -0.093
H (1.826, 4.517, -0.347)  0.111
H (1.579, 2.125, 0.206)  0.089
H (-0.099, 1.445, -3.710)  0.078
H (0.169, 3.846, -4.235)  0.113

Atoms 1-6, force components in eV/Å:
1.4 0.8 1.2
0.8 0.4 -0.1
-0.1 0.1 -0.2
-0.1 0.0 0.2
0.1 0.0 0.0
-0.2 0.0 -0.1

Values from the calculation:
HOMO energy (alpha / beta) = -13.8 / -13.8 eV
Lowest unoccupied orbital energy (alpha / beta) = -7.49 / -7.49 eV
Net charge = +2
Gap between HOMO and LUMO (alpha / beta) = 6.29 / 6.29 eV



A structure of composition C32H31BrIN7OPSV, computed with ωB97M-V/def2-TZVPD.

Last column: Mulliken spin population.
CARTESIAN COORDINATES (ANGSTROEM)
V (0.847, -0.965, 0.560)  1.987
C (4.597, -2.838, 2.985)  0.003
N (4.722, -2.645, 1.543)  0.009
C (5.964, -3.059, 0.898)  -0.001
C (3.682, -2.145, 0.861)  0.010
N (2.491, -1.969, 1.346)  -0.037
N (3.948, -1.789, -0.457)  0.004
C (3.035, -1.521, -1.447)  0.004
N (3.538, -1.483, -2.690)  -0.001
N (1.781, -1.295, -1.191)  -0.021
H (5.592, -2.923, 3.411)  0.000
H (4.036, -3.744, 3.225)  -0.001
H (4.113, -1.973, 3.440)  -0.001
H (6.507, -3.704, 1.583)  0.000
H (6.605, -2.207, 0.660)  0.001
H (5.766, -3.651, 0.004)  0.000
H (2.383, -2.381, 2.265)  0.013
H (4.913, -1.825, -0.743)  0.001
H (4.474, -1.778, -2.908)  0.000
H (2.957, -1.185, -3.455)  0.001
H (1.229, -1.184, -2.037)  0.006
O (0.561, 2.630, 5.586)  0.005
C (0.553, 1.794, 4.553)  0.011
C (-0.341, 0.729, 4.418)  -0.002
C (-0.270, -0.060, 3.296)  0.038
N (0.633, 0.144, 2.320)  -0.049
C (1.486, 1.153, 2.486)  0.018
Br (2.719, 1.336, 1.059)  0.004
C (1.509, 2.011, 3.553)  -0.006
H (-0.119, 2.411, 6.237)  0.000
H (-1.090, 0.525, 5.170)  0.000
H (-0.950, -0.886, 3.145)  -0.005
H (2.221, 2.818, 3.631)  0.000
I (-1.321, -2.793, -1.858)  0.006
C (-2.991, -1.851, -2.670)  0.005
C (-3.804, -2.703, -3.372)  0.000
C (-4.960, -2.243, -4.020)  0.000
C (-5.252, -0.918, -3.960)  0.000
C (-4.430, -0.015, -3.243)  0.000
C (-4.805, 1.347, -3.259)  0.000
C (-4.066, 2.279, -2.603)  0.000
C (-2.945, 1.853, -1.882)  -0.005
C (-2.533, 0.539, -1.810)  0.020
P (-1.035, 0.493, -0.679)  -0.033
C (-1.836, 1.247, 0.786)  -0.013
C (-1.677, 2.520, 1.319)  0.010
C (-2.404, 2.905, 2.441)  0.000
C (-3.299, 2.030, 3.034)  0.001
C (-3.463, 0.754, 2.509)  0.000
C (-2.730, 0.364, 1.401)  -0.006
C (0.026, 1.636, -1.642)  -0.011
C (0.670, 2.785, -1.204)  0.003
C (1.506, 3.497, -2.058)  0.000
C (1.722, 3.062, -3.353)  -0.001
C (1.090, 1.908, -3.802)  0.002
C (0.249, 1.207, -2.958)  0.007
C (-3.263, -0.459, -2.538)  0.002
H (-3.549, -3.752, -3.436)  -0.001
H (-5.587, -2.936, -4.562)  0.000
H (-6.123, -0.518, -4.461)  0.000
H (-5.690, 1.627, -3.814)  0.000
H (-4.333, 3.326, -2.615)  0.000
H (-2.388, 2.617, -1.355)  -0.001
H (-1.029, 3.250, 0.856)  0.000
H (-2.286, 3.908, 2.830)  0.000
H (-3.881, 2.345, 3.889)  0.000
H (-4.170, 0.067, 2.954)  0.000
H (-2.874, -0.632, 0.993)  -0.004
H (0.546, 3.148, -0.195)  0.000
H (1.980, 4.401, -1.703)  0.000
H (2.362, 3.626, -4.017)  0.000
H (1.229, 1.575, -4.822)  0.000
H (-0.277, 0.337, -3.340)  0.001
S (-1.468, -4.534, 2.233)  0.027
C (-0.760, -3.299, 1.584)  0.066
N (-0.242, -2.339, 1.094)  -0.064

Atoms 1-6, force components in eV/Å:
0.3 -0.2 -0.4
0.0 0.0 0.0
0.0 0.1 0.0
0.0 -0.1 -0.1
0.0 -0.1 0.0
0.0 0.1 0.1

Values from the calculation:
HOMO energy (alpha / beta) = -12.4 / -12.4 eV
Lowest unoccupied orbital energy (alpha / beta) = -6.18 / -5.30 eV
Net charge = +2
Spin multiplicity = 3
Gap between HOMO and LUMO (alpha / beta) = 6.24 / 7.13 eV
Expectation value of S² = 2.022